Record 1
77
Properties=species:S:1:pos:R:3:forces:R:3 method="wB97M-V/def2-TZVPD" total_charge=-1 gap_ha=0.232 energy_ev=-141329.9227 mol_weight_g_mol=827.37 homo_energy_ev=-4.0 de_lowest_ev=0.019
Sn -0.08038 1.91842 0.44692 -0.437 0.755 -0.216
O -2.46711 2.48293 -0.12615 -0.811 -0.692 0.674
C -2.73542 1.81432 0.90382 0.020 0.573 0.497
O -1.95934 1.79118 1.93754 -0.714 -0.318 -1.119
C -3.94668 0.85897 0.89451 1.091 1.218 -0.245
C -5.27538 1.28085 0.88691 0.730 0.198 0.419
C -6.26710 0.32017 0.85334 -1.199 0.491 -0.258
C -5.99807 -1.04326 0.70216 0.639 0.305 0.147
C -4.64758 -1.40329 0.65503 -0.499 -1.024 -0.051
C -3.61459 -0.47212 0.76857 -1.542 -0.663 -0.096
P -1.91835 -1.04685 0.75026 1.547 2.502 -0.262
C -1.91852 -1.92432 -0.83181 -0.541 -1.328 0.278
C -2.33433 -1.17200 -1.95772 0.332 -0.552 0.326
C -2.41030 -1.79558 -3.20355 -0.230 0.020 0.203
C -2.17416 -3.17102 -3.33828 -0.066 -0.024 0.035
C -1.81928 -3.91402 -2.20357 0.236 0.011 -0.350
C -1.64010 -3.30267 -0.96290 -0.201 0.400 -0.411
C -1.95678 -1.91482 2.32592 -0.997 -0.422 0.122
C -2.27737 -3.26577 2.41023 0.123 -0.429 0.538
C -2.34058 -3.86061 3.67749 -0.282 -0.137 0.299
C -2.26824 -3.08064 4.83930 0.195 -0.520 -0.104
C -2.08019 -1.70711 4.73476 -0.016 0.574 0.199
C -1.92557 -1.10638 3.49453 0.539 -0.315 -0.813
H -5.47000 2.35982 0.97223 -0.155 -0.634 -0.094
H -7.30063 0.69327 0.90084 0.353 -0.414 -0.035
H -6.82054 -1.76828 0.64265 0.526 0.283 0.018
H -4.33950 -2.46229 0.54430 -0.476 0.622 0.024
H -2.61898 -0.11717 -1.83920 0.246 -0.443 -0.046
H -2.73738 -1.19169 -4.05191 0.164 -0.269 0.106
H -2.29639 -3.65979 -4.32401 0.111 0.319 0.752
H -1.66692 -4.99202 -2.27707 0.008 0.258 -0.100
H -1.32043 -3.92001 -0.10924 -0.209 0.525 -0.560
H -2.50980 -3.86160 1.50433 0.398 0.423 0.763
H -2.47761 -4.94400 3.76525 -0.084 0.399 -0.031
H -2.33933 -3.54252 5.83550 0.010 0.153 -0.587
H -2.04425 -1.06890 5.63061 -0.042 -0.426 -0.412
H -1.75632 -0.02314 3.38928 -0.119 -0.580 0.044
C 4.20982 -0.87827 -5.52735 0.017 -0.049 -0.773
C 3.91306 -0.43312 -4.14583 -0.505 0.230 0.630
C 4.94011 -0.21205 -3.23061 -0.422 0.236 0.125
C 4.64925 0.29879 -1.96876 -0.076 0.081 0.572
C 3.32251 0.54550 -1.58889 0.279 -0.711 -1.037
C 2.27593 0.21997 -2.48220 0.050 0.198 0.832
C 2.57108 -0.23860 -3.74816 0.914 0.041 -0.026
S 2.95816 1.20141 0.00585 -1.923 0.962 1.186
O 4.16925 1.21935 0.79702 -0.066 0.200 -0.601
O 2.27157 2.51690 -0.21358 1.415 -1.884 0.080
N 1.76444 0.29769 0.63510 0.397 0.138 -0.070
C 1.89619 -1.05186 0.91096 1.002 -0.827 -0.122
C 3.20303 -1.64576 0.89287 -0.251 0.120 -0.369
C 3.31782 -3.01758 0.82590 -0.576 -0.745 0.104
C 2.17106 -3.82585 1.05643 0.249 0.678 -0.053
C 0.98757 -3.15195 1.27752 -0.258 0.316 -0.146
N 0.81104 -1.82212 1.12813 0.701 0.124 0.130
H 5.11861 -0.41314 -5.91337 -0.011 0.020 0.038
H 3.38548 -0.60460 -6.19983 0.227 -0.217 0.105
H 4.36635 -1.95629 -5.57118 -0.100 -0.098 -0.071
H 5.97937 -0.40724 -3.49003 -0.215 0.055 -0.091
H 5.47223 0.48406 -1.26343 -0.568 0.017 -0.259
H 1.22670 0.28950 -2.16830 0.456 0.212 -0.017
H 1.76772 -0.43535 -4.44904 0.049 -0.056 0.028
H 4.04661 -0.95043 0.85219 -0.162 -0.681 -0.098
H 4.24809 -3.52690 0.56502 -0.006 0.392 0.376
H 2.16878 -4.91716 1.08743 0.269 0.386 -0.066
H 0.08220 -3.71530 1.54718 0.419 0.295 -0.102
Se 0.03748 4.13861 2.03296 -0.881 -1.371 0.545
C 1.14462 5.46238 1.36448 0.831 1.027 -0.267
C 2.53387 5.30714 1.17806 -0.122 0.822 0.048
C 3.29090 6.42829 0.81133 -0.080 0.022 -0.366
C 2.68015 7.67487 0.58862 -0.046 -0.180 -0.037
C 1.29853 7.82955 0.78958 0.250 -0.583 0.178
C 0.53416 6.72612 1.18519 0.464 -0.031 -0.299
H 3.02019 4.34232 1.33827 -0.307 0.339 -0.061
H 4.37766 6.32596 0.64395 -0.659 0.039 0.135
H 3.28651 8.50544 0.21024 -0.249 -0.230 0.309
H 0.81026 8.79375 0.66256 0.167 -0.116 -0.095
H -0.55487 6.80795 1.33285 0.681 -0.009 -0.046



Record 2
93
Properties=species:S:1:pos:R:3:forces:R:3 method="wB97M-V/def2-TZVPD" s2=6.0702 spin_multiplicity=5 total_charge=+2 gap_ha="0.203 / 0.265" energy_ev=-95744.6636 mol_weight_g_mol=796.81 homo_energy_ev="-11.6 / -13.5" de_lowest_ev=0.000
Cr 0.12015 -0.50123 0.62480 -0.197 0.624 -1.396
C -4.22518 0.28638 -2.32976 0.087 0.207 0.033
O -3.07653 1.16232 -2.51040 -0.079 -0.154 -0.044
C -2.19479 0.87959 -1.55034 0.020 -0.026 -0.132
N -2.62090 -0.15368 -0.77162 0.219 0.150 0.154
C -3.66152 -0.88572 -1.54397 0.053 -0.010 -0.004
C -4.69987 -1.65326 -0.78051 0.004 0.061 0.039
C -5.31801 -1.11275 0.34448 -0.133 0.102 -0.034
C -6.31987 -1.81553 0.99389 0.014 -0.021 -0.035
C -6.72564 -3.05371 0.50820 0.007 0.014 -0.005
C -6.12705 -3.58452 -0.62387 0.032 0.019 -0.019
C -5.10954 -2.88781 -1.26575 0.028 -0.096 0.106
C -0.99009 1.59395 -1.49128 -0.085 0.006 0.055
C -0.85844 2.75170 -2.31515 -0.038 -0.057 0.008
C 0.27304 3.50101 -2.27800 0.118 0.027 0.043
C 1.33374 3.09746 -1.43032 -0.070 0.078 -0.160
C 1.16694 1.95951 -0.70103 0.037 -0.233 0.181
N 0.04100 1.19155 -0.67807 0.118 -0.007 0.256
C 2.25222 1.42337 0.13432 -0.239 0.231 -0.249
N 2.17121 0.26966 0.68142 0.163 -0.278 0.231
C 3.40797 0.07936 1.48850 -0.107 0.131 0.024
C 4.17199 1.40506 1.25428 -0.008 0.053 -0.067
O 3.32529 2.16019 0.33535 0.066 -0.124 0.142
C 4.19099 -1.14284 1.09577 0.078 -0.002 -0.025
C 4.51432 -2.10090 2.04475 0.047 -0.023 0.017
C 5.26084 -3.21884 1.69022 -0.020 0.038 -0.009
C 5.68103 -3.38184 0.37954 -0.011 0.028 -0.014
C 5.36383 -2.42100 -0.57655 0.008 -0.040 0.038
C 4.62831 -1.30367 -0.21697 -0.043 -0.003 -0.033
H -4.61754 0.01700 -3.30455 0.058 0.033 -0.040
H -4.96958 0.83524 -1.75220 -0.057 -0.055 -0.003
H -3.11781 -1.55555 -2.22054 -0.121 -0.076 -0.013
H -5.02655 -0.13213 0.70692 0.040 -0.028 0.019
H -6.79183 -1.39468 1.87142 -0.012 0.001 -0.005
H -7.51515 -3.59762 1.00866 0.001 -0.003 0.001
H -6.45144 -4.54008 -1.01308 0.004 -0.006 0.011
H -4.63346 -3.31018 -2.14397 -0.022 0.021 -0.011
H -1.68573 3.01965 -2.95541 -0.003 0.005 0.008
H 0.36620 4.38675 -2.89033 0.011 0.001 0.005
H 2.26234 3.64465 -1.36881 -0.002 0.010 -0.010
H 3.12132 -0.00774 2.53883 -0.034 -0.023 0.004
H 5.13634 1.26119 0.77547 0.002 -0.003 -0.018
H 4.29065 2.00608 2.15184 -0.002 -0.007 0.007
H 4.19544 -1.96948 3.07358 -0.002 -0.005 -0.006
H 5.52057 -3.95471 2.43947 0.000 -0.002 0.005
H 6.27077 -4.24522 0.10181 -0.002 -0.006 0.000
H 5.70595 -2.53785 -1.59635 0.003 -0.001 -0.002
H 4.39211 -0.55448 -0.96641 0.005 0.007 0.006
O 2.38072 -8.18833 0.37656 -0.158 0.199 -0.028
C 1.72759 -7.18168 -0.22875 0.107 -0.183 0.166
O 1.23432 -7.31976 -1.31029 0.034 0.063 -0.135
C 1.63331 -5.87450 0.50949 -0.091 -0.058 0.003
C 2.24091 -4.75744 -0.05188 -0.046 0.050 -0.041
C 1.98583 -3.50256 0.46184 0.186 0.023 -0.124
C 1.13768 -3.36592 1.54760 -0.261 0.485 0.222
C 0.57590 -4.47676 2.15748 -0.102 -0.130 -0.004
C 0.82449 -5.73991 1.63272 0.106 0.049 -0.005
N 0.73019 -2.03429 1.93263 0.059 -0.424 0.051
C 0.63391 -1.71622 3.16068 -0.059 0.379 0.173
C 0.14196 -0.36221 3.52076 0.199 -0.553 -0.302
C -0.00111 0.04109 4.82728 -0.090 0.218 0.154
C -0.46861 1.33320 5.07258 0.068 -0.184 0.071
C -0.76810 2.15117 4.00360 -0.034 0.065 -0.155
C -0.59374 1.66717 2.70973 0.008 -0.024 0.123
N -0.14558 0.44031 2.47595 0.076 -0.026 -0.056
H 2.74214 -7.89881 1.22460 0.018 -0.051 -0.006
H 2.87814 -4.86475 -0.92023 -0.012 -0.012 -0.009
H 2.42918 -2.62895 0.00255 -0.044 -0.061 0.016
H -0.12012 -4.36812 2.98032 0.005 0.041 -0.012
H 0.34167 -6.60498 2.06946 0.002 -0.008 -0.003
H 0.92254 -2.40503 3.95400 -0.051 0.029 0.012
H 0.23656 -0.63568 5.63671 0.011 0.016 0.006
H -0.59369 1.68497 6.08758 -0.012 -0.005 -0.001
H -1.14116 3.15445 4.15221 0.012 0.002 -0.001
H -0.82026 2.27262 1.84122 -0.005 0.011 0.002
N -2.21845 -1.38150 1.23777 -0.406 -0.076 -0.202
C -1.87049 -0.57315 0.32059 0.157 -0.646 0.799
H -3.17136 -1.74779 1.16803 0.023 0.012 0.063
N -0.36314 -5.53814 -4.60029 -0.023 0.122 0.132
C -0.89309 -4.30592 -4.46624 0.082 -0.212 -0.133
O -1.68748 -3.79864 -5.22778 0.010 0.076 -0.045
C -0.47731 -3.51720 -3.25144 -0.025 0.055 -0.066
C -0.89951 -3.89882 -1.98818 0.005 -0.037 0.077
C -0.68577 -3.04269 -0.92820 -0.100 -0.040 0.033
N -0.06740 -1.86531 -1.06683 0.447 0.401 0.178
C 0.37640 -1.51497 -2.28399 0.020 -0.047 -0.063
C 0.18580 -2.30347 -3.40091 -0.044 -0.021 0.106
H -0.64426 -6.10105 -5.38728 -0.009 -0.008 0.002
H 0.27114 -5.92571 -3.92194 0.005 -0.038 0.003
H -1.41542 -4.83615 -1.82554 0.009 0.001 -0.011
H -1.04502 -3.28858 0.06239 0.002 0.026 -0.029
H 0.87696 -0.55783 -2.35822 0.020 -0.029 0.005
H 0.52581 -1.96645 -4.37018 -0.034 -0.007 -0.015



Record 3
58
Properties=species:S:1:pos:R:3:forces:R:3 method="wB97M-V/def2-TZVPD" total_charge=+2 gap_ha="0.156 / 0.156" energy_ev=-57242.3176 mol_weight_g_mol=521.15 homo_energy_ev="-14.1 / -14.1"
Pd -0.12202 0.26505 -0.04788 0.191 0.387 0.806
N 2.03810 3.04906 -2.45825 -0.115 0.378 -0.283
C 1.50840 2.10842 -1.70080 1.372 -0.557 0.781
S -0.19309 1.93143 -1.58232 -0.396 0.008 0.020
N 2.41746 1.30679 -1.06977 -0.992 0.392 -1.136
N 1.86480 0.42984 -0.27987 0.381 -0.335 0.596
C 2.60505 -0.35671 0.51163 -0.807 0.061 -0.321
C 4.02392 -0.17945 0.73500 0.272 0.181 0.108
C 4.50498 -0.21622 2.05747 -0.078 0.102 -0.141
C 5.84932 -0.03349 2.30966 0.069 -0.015 -0.027
C 6.73184 0.14469 1.25007 -0.002 0.000 0.002
C 6.26906 0.16148 -0.06288 0.052 -0.015 0.059
C 4.92160 0.02765 -0.32621 -0.116 -0.113 0.101
C 1.84306 -1.41572 1.19266 0.032 -0.063 -0.107
C 2.47449 -2.50713 1.76720 -0.095 -0.051 0.056
C 1.70638 -3.50979 2.35037 0.109 0.052 -0.040
C 0.33239 -3.40179 2.32366 -0.160 0.020 -0.048
C -0.23917 -2.30073 1.69584 -0.038 -0.172 -0.028
N 0.48594 -1.33388 1.14861 0.272 0.032 0.099
H 1.46147 3.69102 -2.97958 0.055 -0.035 0.014
H 3.04172 3.14690 -2.50779 -0.058 -0.009 0.015
H 3.81576 -0.33795 2.88342 -0.009 -0.010 0.001
H 6.21237 -0.02951 3.32797 0.005 -0.009 -0.003
H 7.78827 0.27065 1.44769 -0.010 0.005 -0.002
H 6.96697 0.28020 -0.88013 -0.002 0.010 0.002
H 4.56737 0.03353 -1.34530 -0.022 0.037 -0.009
H 3.55070 -2.58615 1.73581 0.006 0.027 -0.014
H 2.18625 -4.36575 2.80512 -0.005 0.001 0.004
H -0.30518 -4.15502 2.76521 0.006 0.033 0.018
H -1.31567 -2.20019 1.64145 -0.003 -0.004 0.029
C -3.54682 2.98562 -0.66715 -0.005 -0.044 -0.055
Si -2.98692 1.69377 0.53900 0.161 0.568 -0.094
C -1.83225 2.41513 1.82124 0.014 -0.092 -0.015
C -4.41772 0.82467 1.40429 0.008 -0.355 -0.032
C -2.28420 0.13374 -0.30438 0.042 -0.269 -0.236
Si -2.90590 -0.80166 -1.85251 -0.225 -0.032 -0.191
C -3.85530 0.31385 -2.99107 0.016 0.010 0.018
C -1.36707 -1.46704 -2.69034 0.071 -0.024 -0.009
C -3.94206 -2.20880 -1.18923 0.006 -0.006 0.090
H -3.92811 3.84663 -0.11208 0.007 -0.025 0.020
H -4.34804 2.63006 -1.31493 0.005 0.001 0.009
H -2.73242 3.34588 -1.29848 -0.035 -0.004 0.030
H -2.44551 2.97783 2.53122 0.020 0.011 -0.019
H -1.11267 3.11096 1.38936 0.004 -0.007 -0.028
H -1.28680 1.66706 2.40060 -0.008 -0.027 0.030
H -5.01030 1.61514 1.87789 0.102 0.088 -0.052
H -4.07141 0.15137 2.18954 -0.031 0.000 -0.015
H -5.07392 0.27760 0.72764 0.017 0.026 0.002
H -1.98604 -0.62843 0.44263 -0.047 -0.199 -0.099
H -3.28847 1.20126 -3.28003 0.002 -0.016 0.012
H -4.80918 0.63538 -2.56952 0.011 -0.012 0.012
H -4.08040 -0.24166 -3.90567 0.001 0.015 0.013
H -0.78288 -0.67264 -3.15672 -0.029 0.015 0.031
H -1.69079 -2.15202 -3.48014 -0.038 0.005 0.035
H -0.71679 -2.03240 -2.01954 -0.006 -0.007 0.018
H -4.66693 -1.88455 -0.44063 -0.001 -0.010 -0.024
H -3.31939 -2.99175 -0.74963 -0.017 0.024 0.013
H -4.50425 -2.66224 -2.00944 0.039 0.027 -0.015



Record 4
15
Properties=species:S:1:pos:R:3:forces:R:3 method="wB97M-V/def2-TZVPD" total_charge=-1 gap_ha=0.274 energy_ev=-9860.1028 mol_weight_g_mol=102.11 homo_energy_ev=-3.1 de_lowest_ev=4.684
C -2.12808 -0.19375 -0.05910 -1.000 -0.459 -1.176
C -1.48007 0.54856 1.11032 -2.998 0.678 0.021
C -0.64805 -0.58444 -0.44079 -0.818 -0.778 -0.942
C -0.23110 0.12802 0.82966 1.438 0.586 -0.511
N 2.79452 0.61185 -0.52698 1.352 2.089 2.454
O 2.58374 -0.75191 -0.42971 -0.814 -1.767 -0.193
O 0.96172 0.31256 1.23806 -0.654 -0.373 1.140
H -2.95392 -0.95210 0.14516 1.462 -0.050 0.381
H -2.67482 0.25947 -0.94794 0.882 0.757 0.886
H -2.06588 1.20084 1.79938 1.135 -0.496 -0.188
H 2.21033 0.96061 0.26916 0.720 0.054 -0.726
H -0.39787 -1.62622 -0.59150 -0.075 -0.692 0.613
H -0.29109 -0.18901 -1.41147 -0.181 0.600 0.535
H 2.40717 1.08737 -1.30803 -0.957 -0.591 -1.451
H 1.91341 -0.81183 0.32378 0.508 0.440 -0.843